a) A 2-piece molecular cluster, C4H8NO3 overall, computed with ωB97M-V/def2-TZVPD.

Geometry as XYZ:
```
16
C4H8NO3 | the OMol25 dataset | ωB97M-V/def2-TZVPD
O 0.193 -1.872 -1.318
O -0.663 -1.990 0.757
O -1.241 3.347 0.369
N -0.874 1.219 1.043
C -0.790 1.646 -1.301
C -0.933 2.196 0.099
C 0.281 -2.013 -0.078
C 1.693 -2.110 0.521
H 1.798 -2.992 1.160
H -1.252 0.665 -1.376
H 2.466 -2.301 -0.218
H -1.355 2.238 -2.027
H 0.245 1.551 -1.621
H -0.630 1.420 1.999
H 1.831 -1.257 1.182
H -0.767 0.252 0.808
```

The HOMO energy is -4.4 eV. The calculation puts the LUMO energy at 3.83 eV. The charge is -1. The value obtained for the HOMO-LUMO gap is 8.3 eV.

***

b) An isolated ion of composition C4H8NO3 and charge -1, computed with ωB97M-V/def2-TZVPD.

Geometry as XYZ:
```
16
C4H8NO3 | the OMol25 dataset | ωB97M-V/def2-TZVPD
O 2.208 0.734 0.441
O 1.182 1.345 -1.796
O -2.605 -0.599 1.202
N -0.603 -1.161 0.236
C 0.913 0.712 0.909
C 0.423 0.225 -1.567
C -0.148 0.154 -0.122
C -1.761 -1.416 0.864
H -1.875 -2.488 1.138
H -0.409 0.271 -2.236
H -0.984 0.814 -0.008
H -0.057 -1.973 -0.023
H 0.829 0.081 1.828
H 1.852 1.266 -0.992
H 0.864 -0.778 -1.673
H 0.582 1.722 1.215
```

The HOMO energy is -3.4 eV. The calculation puts the LUMO energy at 3.69 eV. The charge is -1. As for the SMILES: O=CN[C@@H](C[O-])CO. The value obtained for the HOMO-LUMO gap is 7.1 eV.

***

c) C4H8NO3 as an isolated structure, computed with ωB97M-V/def2-TZVPD.

Geometry as XYZ:
```
16
C4H8NO3 | the OMol25 dataset | ωB97M-V/def2-TZVPD
O 2.984 -0.698 0.114
O -2.208 -0.762 0.912
O -3.239 -0.572 -1.128
N -1.580 0.907 -0.557
C 0.707 0.032 -0.581
C -0.278 0.958 0.064
C -2.426 -0.248 -0.231
C 1.988 0.121 0.192
H -1.541 0.951 -1.557
H 0.504 -0.834 -1.088
H 1.737 0.679 -0.899
H 0.128 1.969 0.073
H 2.007 0.944 0.929
H 1.115 -2.126 1.548
H 0.566 -1.937 1.143
H -0.465 0.616 1.067
```

The HOMO energy is -4.6 eV. The calculation puts the LUMO energy at 3.55 eV. The charge is -1. The value obtained for the HOMO-LUMO gap is 8.1 eV.

***

d) A 2-piece molecular cluster, C4H8NO3 overall, computed with ωB97M-V/def2-TZVPD.

Geometry as XYZ:
```
16
C4H8NO3 | the OMol25 dataset | ωB97M-V/def2-TZVPD
O -0.570 1.626 1.218
O 1.553 1.294 0.959
O 0.572 -1.441 -1.227
N -1.142 -0.890 0.127
C -0.391 -1.787 -0.576
C -0.736 -3.226 -0.488
C 0.525 1.844 0.685
C 0.471 2.752 -0.566
H 0.062 -3.693 0.156
H -1.707 -1.144 0.902
H -0.598 -3.726 -1.434
H -0.465 2.547 -0.934
H 1.296 2.527 -1.215
H -1.707 -3.590 -0.017
H -0.956 0.062 -0.044
H 0.408 3.908 -0.234
```

The HOMO energy is -3.9 eV. The calculation puts the LUMO energy at 3.58 eV. The charge is -1. The value obtained for the HOMO-LUMO gap is 7.5 eV.

***

It comes down to a), which is 0.0354 hartree more stable than the next structure.

***

a) A 2-piece molecular cluster, C4H8NO3 overall, computed with ωB97M-V/def2-TZVPD.

Geometry as XYZ:
```
16
C4H8NO3 | the OMol25 dataset | ωB97M-V/def2-TZVPD
O -0.237 2.817 -1.576
O -0.269 -1.473 -0.854
O -0.012 -1.442 1.388
N -1.168 -3.138 0.405
C -0.129 1.746 -1.015
C 1.049 1.363 -0.165
C 0.895 1.904 1.252
C -0.419 -1.927 0.306
H 0.912 2.994 1.315
H -1.134 -3.693 -0.435
H 1.669 1.511 1.913
H -0.047 1.520 1.653
H -0.912 0.970 -1.073
H 1.046 0.273 -0.097
H -1.028 -3.634 1.272
H 1.980 1.647 -0.664
```

The HOMO energy is -4.4 eV. The calculation puts the LUMO energy at 4.01 eV. The charge is -1. The value obtained for the HOMO-LUMO gap is 8.4 eV.

***

b) A 2-piece molecular cluster, C4H8NO3 overall, computed with ωB97M-V/def2-TZVPD.

Geometry as XYZ:
```
16
C4H8NO3 | the OMol25 dataset | ωB97M-V/def2-TZVPD
O 0.485 1.709 -2.738
O -0.205 -0.045 3.853
O -0.613 -0.725 1.717
N 0.157 0.283 -1.058
C -1.664 0.659 -2.651
C 0.069 -0.531 2.751
C 1.583 -1.009 2.544
C -0.288 0.970 -2.136
H 1.769 -0.960 1.468
H -2.332 0.157 -1.957
H -1.498 0.012 -3.516
H 1.043 0.640 -0.821
H -2.171 1.534 -3.059
H 2.324 -0.422 3.068
H 1.659 -2.030 2.870
H -0.318 -0.241 -0.333
```

The HOMO energy is -4.3 eV. The calculation puts the LUMO energy at 3.58 eV. The charge is -1. The value obtained for the HOMO-LUMO gap is 7.9 eV.

***

c) A 2-piece molecular cluster, C4H8NO3 overall, computed with ωB97M-V/def2-TZVPD.

Geometry as XYZ:
```
16
C4H8NO3 | the OMol25 dataset | ωB97M-V/def2-TZVPD
O -1.411 0.281 2.756
O 2.218 -1.114 -3.079
O 1.491 0.355 -1.525
N 0.220 0.761 1.240
C -1.056 0.783 1.702
C -1.981 1.624 0.841
C 1.682 -0.790 -2.008
C 1.113 -1.950 -1.109
H 0.069 -1.724 -0.933
H 1.704 -1.926 -0.196
H 0.960 0.308 1.747
H -1.622 1.699 -0.178
H -2.913 1.082 0.713
H 0.348 0.954 0.246
H 1.328 -2.919 -1.563
H -2.149 2.577 1.346
```

The HOMO energy is -4.3 eV. The calculation puts the LUMO energy at 3.62 eV. The charge is -1. The value obtained for the HOMO-LUMO gap is 7.9 eV.

***

It comes down to c), which is 0.0022 hartree more stable than the next structure.

***

a) A 2-piece molecular cluster, C4H8NO3 overall, computed with ωB97M-V/def2-TZVPD.

Geometry as XYZ:
```
16
C4H8NO3 | the OMol25 dataset | ωB97M-V/def2-TZVPD
O -0.028 -1.838 0.280
O 1.547 2.196 0.773
O -1.968 -3.016 0.252
N 0.693 0.659 -0.602
C 1.930 2.634 -1.565
C 1.431 1.786 -0.368
C -1.290 -1.998 0.455
C -2.015 -0.744 0.877
H 1.633 2.232 -2.544
H 1.684 3.690 -1.490
H 3.003 2.793 -1.425
H -1.722 0.112 0.272
H 0.726 0.112 -1.444
H 0.533 0.138 0.253
H -1.764 -0.218 1.822
H -3.106 -0.753 0.807
```

The HOMO energy is -4.3 eV. The calculation puts the LUMO energy at 3.39 eV. The charge is -1. The value obtained for the HOMO-LUMO gap is 7.7 eV.

***

b) A 2-piece molecular cluster, C4H8NO3 overall, computed with ωB97M-V/def2-TZVPD.

Geometry as XYZ:
```
16
C4H8NO3 | the OMol25 dataset | ωB97M-V/def2-TZVPD
O -0.820 1.295 0.476
O -0.290 -0.956 -2.113
O -2.016 -0.762 -0.670
N -1.875 -2.569 -2.019
C 2.317 1.188 2.179
C 1.307 1.645 1.450
C -1.344 -1.332 -1.581
C 0.525 0.898 0.415
H 0.934 1.187 -0.561
H 0.649 -0.180 0.529
H -2.861 -2.697 -1.883
H -1.483 -2.903 -2.880
H -1.404 0.594 0.047
H 0.967 2.675 1.554
H 2.835 1.790 2.914
H 2.558 0.129 2.143
```

The HOMO energy is -4.6 eV. The calculation puts the LUMO energy at 3.87 eV. The charge is -1. The value obtained for the HOMO-LUMO gap is 8.5 eV.

***

It comes down to a), which is 0.0148 hartree more stable than the next structure.

***

a) A 2-piece molecular cluster, C9H14 overall, computed with ωB97M-V/def2-TZVPD.

Geometry as XYZ:
```
23
C9H14 | the OMol25 dataset | ωB97M-V/def2-TZVPD
C 0.242 0.841 -2.094
C 2.106 0.738 0.031
C 0.291 1.227 1.703
C 0.757 1.006 0.324
C -1.607 -2.039 1.420
C 2.513 0.726 -1.272
C -0.179 1.057 -0.775
C 1.585 0.775 -2.362
C -1.965 -1.449 0.058
H -1.199 -1.024 -0.630
H -2.687 -0.647 0.036
H -1.194 1.316 -0.518
H 3.570 0.649 -1.515
H -0.837 -1.458 1.921
H -0.570 1.874 1.828
H -0.544 0.527 -2.775
H -2.526 -1.943 2.005
H 0.056 0.292 2.220
H 1.862 0.615 -3.399
H -2.299 -2.274 -0.588
H 1.027 1.793 2.292
H -1.301 -3.075 1.365
H 2.897 0.474 0.725
```

The HOMO energy (alpha / beta) is -14.5 / -14.6 eV. The calculation puts the LUMO energy (alpha / beta) at -4.31 / -8.23 eV. The charge is +1. The value obtained for the HOMO-LUMO gap (alpha / beta) is 10.2 / 6.3 eV. Its spin multiplicity is 2.

***

b) A 2-piece molecular cluster, C9H14 overall, computed with ωB97M-V/def2-TZVPD.

Geometry as XYZ:
```
23
C9H14 | the OMol25 dataset | ωB97M-V/def2-TZVPD
C 0.395 1.503 2.293
C 1.890 1.308 2.744
C -0.704 0.600 -2.147
C -0.900 -1.303 -0.104
C 1.475 -1.348 0.217
C 0.343 -0.720 -0.536
C 0.480 0.244 -1.508
C -1.975 0.094 -1.752
C -2.062 -0.936 -0.778
H 1.339 0.776 -1.861
H 2.147 2.045 3.605
H -2.905 0.367 -2.263
H 1.858 -0.804 1.083
H 0.575 2.218 1.515
H 0.125 0.474 2.054
H -0.922 -1.799 0.828
H -0.282 1.888 3.054
H 1.105 -2.400 0.263
H -3.037 -1.252 -0.410
H 2.546 1.413 1.857
H 2.374 -1.249 -0.424
H -0.727 1.315 -2.928
H 2.076 0.305 3.220
```

The HOMO energy (alpha / beta) is -14.5 / -14.6 eV. The calculation puts the LUMO energy (alpha / beta) at -4.39 / -8.25 eV. The charge is +1. The value obtained for the HOMO-LUMO gap (alpha / beta) is 10.1 / 6.3 eV. Its spin multiplicity is 2.

***

It comes down to a), which is 0.0190 hartree more stable than the next structure.